2 unconnected molecules or ions with the total composition C6H13N2 in a non-equilibrium geometry. Source: the Open Molecules 2025 dataset; level of theory: ωB97M-V with the def2-TZVPD basis set.

Each line ends with the Mulliken spin population.
Cartesian coordinates (Å):
C (0.428, 1.366, 0.428)  0.000
C (1.850, 0.938, 0.606)  -0.001
C (2.489, 0.343, 1.585)  0.000
N (2.685, 1.260, -0.607)  0.000
H (-0.222, 0.934, 1.182)  0.002
H (0.365, 2.455, 0.439)  0.000
H (0.086, 1.050, -0.562)  -0.001
H (3.519, 0.029, 1.479)  0.000
H (2.009, 0.166, 2.537)  0.000
H (2.654, 2.254, -0.860)  0.000
H (2.349, 0.755, -1.433)  0.000
H (3.671, 1.029, -0.468)  0.000
C (-3.133, -1.322, -0.026)  0.107
C (-3.031, 0.001, -0.404)  0.352
C (-1.379, -2.641, -0.847)  -0.023
N (-2.078, -2.141, 0.082)  0.389
H (-4.060, -1.760, 0.332)  0.011
H (-2.087, 0.516, -0.471)  0.120
H (-3.940, 0.575, -0.535)  0.024
H (-0.560, -3.290, -0.554)  0.009
H (-1.614, -2.515, -1.901)  0.011

Computed properties:
* charge: +2
* energy relative to the best compared isomer or geometry (same formula, charge and spin): 51.3 kJ/mol
* <S²>: 0.77
* spin multiplicity: 2
* energy: -9392.8924 eV
* gap between HOMO and LUMO (spin up / spin down): 10.36 / 7.10 eV